A structure of composition C24H29N4O2PS2SiV in a non-equilibrium geometry. Source: the Open Molecules 2025 dataset; level of theory: the ωB97M-V functional and the def2-TZVPD basis.

CARTESIAN COORDINATES (ANGSTROEM)
V  0.42474  0.75802  0.39334
N  -1.43149  1.49478  3.37252
C  -0.79936  2.46862  2.60443
N  0.17599  2.17544  1.75106
C  0.72196  3.36904  1.27473
C  0.02225  4.50587  1.61433
S  -1.23566  4.09802  2.67169
C  1.90941  3.17025  0.38323
C  2.81616  4.13048  0.06356
S  4.12584  3.41709  -0.81049
C  3.20194  1.77526  -0.88197
N  2.11532  1.90140  -0.01731
N  3.67539  0.66731  -1.42549
H  -0.87761  0.69778  3.81194
H  -1.98379  1.85073  4.11340
H  0.15390  5.58016  1.21252
H  2.88645  5.15353  0.45188
H  4.47507  0.78934  -2.01927
H  2.60374  -0.00867  -2.87419
O  1.84487  -0.02863  -3.49043
C  0.87541  -0.80735  -3.06203
O  0.95974  -2.01732  -2.82253
C  -0.57386  -0.16307  -2.91221
P  -1.18076  0.02910  -1.14831
C  -1.79893  -1.62841  -0.54110
C  -2.29339  -1.66188  0.73976
C  -2.74314  -2.88740  1.24297
C  -2.54641  -4.08355  0.59660
C  -2.10135  -3.97937  -0.68297
C  -1.69974  -2.79199  -1.30561
C  -2.71755  0.90140  -1.60790
C  -3.93572  0.21439  -1.85127
C  -5.09672  0.85690  -2.24915
C  -4.94194  2.11567  -2.78305
C  -3.71619  2.79077  -2.73784
C  -2.69325  2.26565  -1.98162
H  -1.23008  -0.87226  -3.36768
H  -0.56363  0.75488  -3.43608
H  -2.32082  -0.68444  1.30603
H  -3.24398  -2.98442  2.20096
H  -2.78856  -4.98063  1.11733
H  -1.78949  -4.84078  -1.33964
H  -1.19020  -2.77511  -2.25951
H  -4.01019  -0.85795  -1.64552
H  -6.04568  0.43877  -2.12917
H  -5.78441  2.69689  -3.21923
H  -3.46729  3.68489  -3.40648
H  -1.88428  2.82766  -1.48969
C  2.81783  -3.08752  3.05438
Si  2.69548  -1.84526  1.69879
C  3.87943  -0.53436  2.41363
C  3.20163  -2.50690  -0.03099
C  1.08516  -0.92884  1.41674
H  1.80787  -3.08108  3.51530
H  3.56600  -2.58764  3.66548
H  3.04409  -4.09106  2.68321
H  4.83037  -1.03384  2.49295
H  3.68997  -0.35118  3.47377
H  3.95857  0.30830  1.75112
H  3.60552  -3.54295  0.07467
H  4.09066  -1.77952  -0.27027
H  2.40046  -2.45792  -0.84301
H  0.69086  -0.34553  2.29702
H  0.33337  -1.66157  1.18270

Results
HOMO energy (spin up / spin down) (eV): -10.18 / -10.21
Energy (a.u.): -3672.39821
ΔE to the lowest compared entry with this formula, charge and spin (kcal per mole): 48.2
2S+1: 3
Frontier orbital gap (spin up / spin down) (eV): 6.34 / 6.79
Net charge: +1

Results of the natural (NBO) charge analysis, in e, for atoms 1 through 5: atom 1 (V): 1.44, atom 2 (N): -0.79, atom 3 (C): 0.24, atom 4 (N): -0.64, atom 5 (C): 0.11